Entry 1:
Computed, not measured: a single C3H5NO2 molecule, with ωB97M-V/def2-TZVPD.

XYZ file:
```
11
C3H5NO2 (ωB97M-V/def2-TZVPD)
O -2.16 -0.22 1.43
C -1.18 -0.21 0.75
N 0.04 0.37 1.06
C 0.71 0.57 -0.20
C 0.37 -0.73 -0.88
O -1.06 -0.76 -0.52
H 0.00 1.10 1.76
H 0.14 1.26 -0.84
H 1.73 0.94 -0.11
H 0.76 -1.68 -0.51
H 0.63 -0.64 -1.94
```

Results
**Electronic energy**: -322.55161 Ha
**Net charge**: 0

---

Entry 2:
Computed, not measured: C3H5NO2 as an isolated structure, with ωB97M-V/def2-TZVPD.

XYZ file:
```
11
C3H5NO2 (ωB97M-V/def2-TZVPD)
C -1.14 1.50 -0.04
N -0.07 0.51 -0.18
C -0.18 -0.71 0.27
O -0.78 -1.55 0.85
C 1.57 -1.39 -0.16
O 1.87 -1.80 -1.26
H -1.89 1.36 -0.83
H -1.63 1.43 0.94
H -0.69 2.48 -0.16
H 1.13 -0.07 -0.22
H 1.99 -1.83 0.77
```

Results
**Electronic energy**: -322.40255 Ha
**Net charge**: 0

---

Entry 3:
Computed, not measured: a single C3H5NO2 molecule, with ωB97M-V/def2-TZVPD.

XYZ file:
```
11
C3H5NO2 (ωB97M-V/def2-TZVPD)
H -0.06 2.62 -0.08
N -0.70 1.93 0.30
C -0.28 0.76 0.10
C -1.03 -0.47 0.53
O 0.91 0.54 -0.58
C 1.46 -0.71 -0.70
O 1.37 -1.36 -1.69
H -0.45 -1.06 1.24
H -1.27 -1.10 -0.33
H -1.96 -0.14 1.01
H 2.03 -1.01 0.19
```

Results
**Electronic energy**: -322.53226 Ha
**Net charge**: 0

---

Entry 4:
Computed, not measured: a single C3H5NO2 molecule, with ωB97M-V/def2-TZVPD.

XYZ file:
```
11
C3H5NO2 (ωB97M-V/def2-TZVPD)
N 0.51 -2.12 -1.89
C 0.26 -1.41 -1.01
C -0.05 -0.48 0.08
O -1.49 0.03 0.03
C 0.81 0.79 0.05
O 0.07 1.64 0.86
H 0.10 -0.93 1.07
H -2.09 -0.29 0.74
H 1.02 1.18 -0.96
H 1.78 0.38 0.41
H -0.92 1.21 0.61
```

Results
**Electronic energy**: -322.47962 Ha
**Net charge**: 0

---

Entry 5:
Computed, not measured: a single C3H5NO2 molecule, with ωB97M-V/def2-TZVPD.

XYZ file:
```
11
C3H5NO2 (ωB97M-V/def2-TZVPD)
C 1.44 0.65 -1.15
C 0.51 0.79 0.01
O 0.38 1.74 0.72
O -0.22 -0.39 0.13
C -0.88 -0.45 1.31
N -1.79 -1.43 1.25
H 2.15 -0.15 -0.93
H 0.87 0.36 -2.04
H 1.96 1.60 -1.31
H -2.48 -0.78 1.65
H -1.93 -1.95 0.37
```

Results
**Electronic energy**: -322.47406 Ha
**Net charge**: 0

---

Entry 6:
Computed, not measured: C3H5NO2 as an isolated structure, with ωB97M-V/def2-TZVPD.

XYZ file:
```
11
C3H5NO2 (ωB97M-V/def2-TZVPD)
C -0.74 -1.06 -0.44
C 1.82 0.08 0.06
C -0.40 0.69 0.26
O -0.99 -0.41 0.79
O -1.18 1.78 0.21
N 0.92 0.93 0.34
H -2.07 1.52 0.48
H -1.50 -0.93 -1.20
H -0.33 -2.05 -0.31
H 1.62 -0.83 -0.52
H 2.85 0.29 0.33
```

Results
**Electronic energy**: -322.40969 Ha
**Net charge**: 0

---

Entry 7:
Computed, not measured: a single C3H5NO2 molecule, with ωB97M-V/def2-TZVPD.

XYZ file:
```
11
C3H5NO2 (ωB97M-V/def2-TZVPD)
O -0.94 0.57 2.14
N -0.68 1.53 1.18
C -0.41 1.02 0.03
C -0.28 -0.29 -0.50
C 1.11 -0.84 -0.67
O 0.33 -0.26 -1.73
H -0.99 -0.36 1.58
H -0.14 1.83 -0.66
H -1.10 -1.09 -0.38
H 1.83 -0.12 -0.32
H 1.27 -1.97 -0.67
```

Results
**Electronic energy**: -322.39787 Ha
**Net charge**: 0

---

Entry 8:
Computed, not measured: a single C3H5NO2 molecule, with ωB97M-V/def2-TZVPD.

XYZ file:
```
11
C3H5NO2 (ωB97M-V/def2-TZVPD)
H -0.14 2.54 0.11
N -0.70 1.73 0.32
C -0.24 0.59 0.00
C -1.04 -0.47 0.69
O 0.80 0.44 -0.88
C 1.49 -0.73 -0.97
O 2.37 -0.87 -1.77
H -0.64 -0.70 1.68
H -1.27 -1.41 0.16
H -1.78 0.37 0.90
H 1.15 -1.49 -0.25
```

Results
**Electronic energy**: -322.50565 Ha
**Net charge**: 0

---

Entry 9:
Computed, not measured: a single C3H5NO2 molecule, with ωB97M-V/def2-TZVPD.

XYZ file:
```
11
C3H5NO2 (ωB97M-V/def2-TZVPD)
H -2.17 0.65 1.58
N -1.28 0.19 1.40
C -1.37 -0.46 0.32
O -0.34 -1.22 -0.16
C 0.78 -0.57 -0.66
C 1.37 0.65 -0.12
O 0.57 0.64 -1.32
H -2.25 -0.53 -0.32
H 1.39 -1.31 -1.18
H 0.90 1.12 0.74
H 2.42 0.86 -0.29
```

Results
**Electronic energy**: -322.47682 Ha
**Net charge**: 0

---

Entry 10:
Computed, not measured: C3H5NO2 as an isolated structure, with ωB97M-V/def2-TZVPD.

XYZ file:
```
11
C3H5NO2 (ωB97M-V/def2-TZVPD)
O 1.01 -1.26 1.04
C 0.23 -0.14 0.80
C 0.62 0.85 -0.34
N -0.82 0.79 -0.75
C -0.98 -0.40 -0.09
O -1.64 -1.39 -0.29
H 0.53 -2.01 0.65
H -0.02 0.40 1.72
H 1.02 1.83 -0.05
H 1.29 0.35 -1.05
H -1.21 0.95 -1.67
```

Results
**Electronic energy**: -322.52566 Ha
**Net charge**: 0

---

Entry 11:
Computed, not measured: a single C3H5NO2 molecule, with ωB97M-V/def2-TZVPD.

XYZ file:
```
11
C3H5NO2 (ωB97M-V/def2-TZVPD)
H -1.43 1.10 1.81
N -0.79 0.69 1.14
C -1.20 0.86 -0.05
O -0.54 0.36 -1.12
C 0.75 -0.20 -0.86
C 0.88 -1.10 0.38
O 1.91 -1.13 1.01
H -2.09 1.40 -0.37
H 1.50 0.59 -0.76
H 0.98 -0.80 -1.75
H 0.03 -1.77 0.57
```

Results
**Electronic energy**: -322.51271 Ha
**Net charge**: 0

---

Entry 12:
Computed, not measured: a single C3H5NO2 molecule, with ωB97M-V/def2-TZVPD.

XYZ file:
```
11
C3H5NO2 (ωB97M-V/def2-TZVPD)
O 2.58 -0.05 -0.34
C 1.40 0.05 -0.18
N 0.59 -0.66 0.69
C -0.77 -0.53 0.22
C -0.70 0.91 -0.28
O 0.61 0.93 -0.86
H 0.95 -1.55 1.00
H -0.95 -1.16 -0.67
H -1.52 -0.74 0.98
H -0.74 1.67 0.50
H -1.45 1.12 -1.05
```

Results
**Electronic energy**: -322.56616 Ha
**Net charge**: 0

---

no.,maximum force (eV/Å)
1,1.08
2,0.69
3,0.62
4,3.32
5,2.02
6,2.94
7,4.54
8,2.55
9,0.38
10,0.48
11,0.56
12,0.40